No. 1
Entry from OMol25: C18H41Cl2GeN3PdSSeSi3 as an isolated structure (ωB97M-V with the def2-TZVPD basis set).

```
71
C18H41Cl2GeN3PdSSeSi3 (ωB97M-V with the def2-TZVPD basis set)
Pd 0.12988 -1.24781 -1.11887
C 1.71461 3.74657 -2.30495
Si 1.96171 2.46383 -0.97972
C 1.95741 3.18952 0.73420
C 3.40874 1.33963 -1.29026
Ge -0.11706 1.09253 -1.06489
Si -2.43426 1.91780 -0.64172
C -3.51123 0.46264 -0.18990
C -2.18327 3.09821 0.78179
C -3.00721 2.83887 -2.15066
Si -0.04509 -0.59637 -3.47101
C 1.64186 -1.08233 -4.06895
C -0.46853 1.15394 -3.94634
C -1.45573 -1.79469 -3.69652
H 2.55299 4.44794 -2.24312
H 0.80104 4.33021 -2.18050
H 1.73553 3.32592 -3.31047
H 2.69277 4.00105 0.72488
H 2.28297 2.47150 1.48908
H 1.00583 3.62461 1.04085
H 4.31792 1.83620 -0.93966
H 3.53662 1.13258 -2.35379
H 3.33440 0.38927 -0.75926
H -2.97493 -0.29499 0.38705
H -3.94285 -0.01428 -1.07123
H -4.33769 0.82025 0.42997
H -1.90807 2.60455 1.71241
H -3.14036 3.60109 0.95250
H -1.45213 3.87672 0.55815
H -3.34373 2.19253 -2.95998
H -2.27458 3.54712 -2.53913
H -3.87769 3.42187 -1.83072
H 2.20454 -0.19365 -4.36165
H 1.52802 -1.71093 -4.95810
H 2.23968 -1.63475 -3.34629
H 0.14118 1.94674 -3.50335
H -1.52225 1.40292 -3.85163
H -0.22109 1.18656 -5.01694
H -1.81021 -2.26292 -2.77345
H -1.13582 -2.59878 -4.36336
H -2.31103 -1.28416 -4.14422
Cl 0.62936 -3.97008 -1.89019
C 2.36887 -3.96584 -1.48946
Cl 2.80768 -2.43620 -0.70620
H 2.92931 -4.06286 -2.41197
H 2.56519 -4.78139 -0.80391
C -2.13892 -3.95748 0.48300
N -2.06083 -3.55972 1.88993
C -1.23798 -2.68769 2.43006
S 0.03405 -1.88385 1.45361
N -1.26594 -2.41783 3.71531
C -2.23157 -2.99384 4.65687
H -3.11605 -4.40125 0.31422
H -1.36786 -4.68704 0.24014
H -2.04321 -3.08057 -0.15461
H -2.64052 -4.08889 2.53044
H -0.55026 -1.80713 4.08530
H -2.05582 -4.06349 4.78211
H -3.25093 -2.81249 4.31399
H -2.10042 -2.50784 5.61825
Se -0.17731 0.23845 2.02949
C 1.28921 0.48559 3.24307
C 0.98144 0.84991 4.54585
C 2.05417 1.07121 5.40986
N 3.31982 0.92976 5.04204
C 3.59041 0.57927 3.78836
C 2.60648 0.35215 2.83252
H -0.03809 0.97916 4.88605
H 1.87625 1.37073 6.43610
H 4.63813 0.47941 3.53056
H 2.87250 0.08235 1.81894
```

Values from the calculation:
Multiplicity ... 2
HOMO level (alpha / beta) ... -17.1 / -17.0 eV
Total charge ... +3
E_LUMO (alpha / beta) ... -9.367 / -11.216 eV
<S²> ... 0.75


No. 2
Entry from OMol25: C18H41ClCs2F7KLiN5O11S2Si2 as an isolated structure (ωB97M-V with the def2-TZVPD basis set).

```
91
C18H41ClCs2F7KLiN5O11S2Si2 (ωB97M-V with the def2-TZVPD basis set)
C 1.78426 -4.38919 -2.84244
N 0.38028 -4.38155 -2.55941
C -0.08978 -3.58551 -1.40420
Si -1.52378 -2.38764 -1.88505
C -1.61636 -2.48086 -3.74096
C -3.05258 -2.99615 -1.03206
C -3.32502 -2.20342 0.27847
C -2.34603 -2.70754 1.33778
Cl -2.65486 -1.90647 2.91705
O -1.03126 -0.90773 -1.24374
Si -1.29669 0.56545 -1.94223
C -1.12182 1.97426 -0.70382
C 0.02120 1.87899 0.28551
O -0.24601 0.77769 1.20657
C -2.99231 0.80683 -2.67379
C -3.21573 2.23773 -3.22681
C -4.70229 2.52864 -3.36279
F -4.89845 3.75183 -3.93831
F -5.35580 2.55403 -2.16064
F -5.33501 1.61776 -4.17145
N -0.07249 0.60778 -3.21778
C 1.04984 -0.19157 -2.93524
C 1.67808 -0.13113 -1.55818
O 1.55734 -0.92799 -3.77893
C 0.28518 1.96441 -3.74844
C 1.17338 2.90484 -2.97702
O -0.10178 2.33681 -4.80420
H 2.04458 -5.21647 -3.51630
H 2.42034 -4.51514 -1.90073
H 2.10785 -3.46194 -3.34568
H -0.00845 -5.31349 -2.54347
H -0.33952 -4.22390 -0.54742
H 0.74447 -2.92358 -1.10017
H -2.26232 -1.74705 -4.22106
H -0.61885 -2.48112 -4.19337
H -2.04660 -3.47412 -3.95159
H -2.84166 -4.03354 -0.72801
H -3.92415 -3.06993 -1.69486
H -4.34259 -2.42334 0.62002
H -3.17425 -1.11936 0.17604
H -2.47573 -3.77554 1.52860
H -1.31666 -2.44582 1.06832
H -1.00955 2.91182 -1.26010
H -2.04650 2.05159 -0.11475
H 0.04725 2.78559 0.91306
H 1.00596 1.84746 -0.19743
H 0.42136 0.81044 1.89798
H -3.23306 0.07142 -3.44223
H -3.72262 0.65695 -1.85790
H -2.79725 2.33467 -4.23809
H -2.80316 2.99616 -2.55610
H 2.45598 -0.88683 -1.54552
H 2.15891 0.83900 -1.40712
H 0.97069 -0.34174 -0.75293
H 1.73731 2.46570 -2.15293
H 0.57583 3.75915 -2.65336
H 1.88343 3.30441 -3.72292
K -1.27057 0.59744 3.38073
C -5.89741 -3.98153 2.75750
C -5.64469 -4.90903 1.53993
O -4.42908 -4.72528 0.98049
H -5.84172 -2.93246 2.46389
H -6.89102 -4.16698 3.17836
H -5.15489 -4.16795 3.53445
H -6.49694 -4.73500 0.84013
H -5.82318 -5.95041 1.89980
Li 4.02711 -4.44361 -0.89473
O 1.99925 5.07503 -1.04127
H 2.21835 5.53144 -1.86338
H 1.84627 5.77437 -0.39948
F -4.27726 0.89238 5.42764
Cs 5.36328 -2.00294 -1.97681
N 2.75002 3.81603 6.64133
S 3.16288 3.09588 5.28721
O 2.25140 2.11345 4.80082
O 4.56385 2.80152 5.16323
F 2.94806 4.31580 4.33493
S 2.74473 2.92468 7.91638
O 2.09680 3.52279 9.02604
O 4.00833 2.23953 8.19060
F 1.80322 1.72566 7.52801
F 1.14033 4.55417 -5.13773
C 7.28831 1.87700 2.24694
O 6.77393 0.84542 1.82736
N 8.27613 2.52704 1.56068
N 6.91461 2.45292 3.42639
H 8.70739 3.37298 1.88016
H 8.56784 2.12995 0.68855
H 6.17927 2.00280 3.94204
H 7.31872 3.29592 3.78575
Cs 6.21418 1.83921 8.38615
```

Values from the calculation:
HOMO level ... -5.8 eV
Total charge ... 0
E_LUMO ... -4.507 eV


No. 3
Entry from OMol25: a 3-piece molecular cluster, C18H41FIP overall (ωB97M-V with the def2-TZVPD basis set).

```
62
C18H41FIP (ωB97M-V with the def2-TZVPD basis set)
C 2.50406 -0.03603 -1.76083
C 1.70329 -1.31740 -2.00448
C 0.77406 -1.67850 -0.84309
F 1.52537 -2.47550 0.03845
P -0.71309 -2.72798 -1.23981
C -2.00242 -1.63865 -2.03179
C -2.22815 -0.25990 -1.42432
C -1.20807 0.79947 -1.82448
I -2.48582 -0.37841 0.72175
H 3.40070 0.00041 -2.37851
H 2.76731 0.05644 -0.70783
H 1.91531 0.84392 -2.03074
H 2.38996 -2.16143 -2.09503
H 1.13330 -1.26292 -2.93265
H 0.48636 -0.79898 -0.26742
H -0.21894 -3.44148 -2.35631
H -2.92996 -2.20121 -1.90505
H -1.86413 -1.52735 -3.11142
H -3.20310 0.08039 -1.76723
H -1.48155 1.19563 -2.80378
H -0.19626 0.41340 -1.91000
H -1.19129 1.59998 -1.08714
C 0.93819 3.27954 -3.83097
C 1.13296 3.90762 -2.45384
C -0.06021 4.74347 -1.99352
C -0.38067 5.94881 -2.87918
C 0.76925 6.93894 -3.05608
C 1.22254 7.58410 -1.74980
H 0.82360 4.03528 -4.60904
H 1.79708 2.66183 -4.09929
H 0.05040 2.64414 -3.84317
H 2.04311 4.51306 -2.45203
H 1.29764 3.11241 -1.72110
H 0.11772 5.07988 -0.96847
H -0.94646 4.10179 -1.94830
H -1.23912 6.47488 -2.45007
H -0.70448 5.60234 -3.86472
H 0.44467 7.72396 -3.74388
H 1.61995 6.44775 -3.53640
H 0.39505 8.10850 -1.26758
H 2.01705 8.30914 -1.93069
H 1.60918 6.84498 -1.04654
C -0.83270 -5.63471 6.63201
C 0.02740 -5.69774 5.37331
C 0.48785 -4.32713 4.88031
C -0.64054 -3.37691 4.47648
C -1.57109 -3.91101 3.38880
C -0.86257 -4.18406 2.06480
H -1.75865 -5.08383 6.46049
H -1.10608 -6.63676 6.96597
H -0.29432 -5.14607 7.44693
H -0.51857 -6.21831 4.58201
H 0.91279 -6.30475 5.58078
H 1.16754 -4.46463 4.03506
H 1.08030 -3.84833 5.66688
H -0.19447 -2.43869 4.13042
H -1.23444 -3.11910 5.35855
H -2.36052 -3.17275 3.21888
H -2.07497 -4.81872 3.73409
H -0.38075 -3.28366 1.69048
H -1.57137 -4.52087 1.30996
H -0.09919 -4.95829 2.17021
```

Values from the calculation:
SMILES ... CC[C@H](F)PC[C@H](C)I.CCCCCC.CCCCCC
HOMO level ... -8.6 eV
Total charge ... 0
E_LUMO ... 0.489 eV


No. 4
Entry from OMol25: a 7-piece molecular cluster, C18H41N2O12 overall (ωB97M-V with the def2-TZVPD basis set).

```
73
C18H41N2O12 (ωB97M-V with the def2-TZVPD basis set)
O 0.71313 0.81693 -0.43581
H 1.49930 0.37471 -0.10721
H -0.06992 0.27079 -0.53664
H 0.53214 1.51758 0.19500
C -6.15681 -0.33138 -1.43042
C -7.57385 -0.03289 -1.42941
C -8.20292 0.79395 -0.23625
O -9.39087 1.14781 -0.37659
C -7.33117 1.15149 0.82944
C -5.98772 0.94865 0.76775
C -5.38178 0.15956 -0.37718
O -4.19892 -0.39094 -0.39384
O -5.40382 1.14693 1.90187
O -8.33919 -0.57221 -2.23142
H -5.85321 -1.07765 -2.14965
H -7.72813 1.71462 1.66113
O -1.61356 -3.00598 3.10560
H -2.08123 -2.38815 2.54364
H -2.29068 -3.37391 3.67338
O 4.54399 -0.39009 1.08297
H 5.02677 -0.57502 0.27739
H 3.87887 -1.07703 1.12722
O 1.62931 -3.13176 0.58474
H 1.39028 -3.53616 -0.24926
H 0.86637 -3.27019 1.14597
C -0.49095 3.70489 7.13947
O -0.50292 3.07971 5.80870
C 0.83466 2.65554 5.40942
C 0.82522 2.10917 3.97673
N 0.04560 2.87910 2.99264
C 0.50512 4.21050 2.69557
C -0.20679 4.82692 1.54429
O 0.45392 4.46715 0.32328
C 0.09859 5.25409 -0.76050
H -0.15277 2.97819 7.87814
H -1.47572 4.12481 7.34437
H 0.18486 4.56005 7.13139
H 1.14977 1.94111 6.16995
H 1.58632 3.43743 5.51777
H 0.44738 1.08730 4.00991
H 1.85069 1.91045 3.66522
H -0.92067 2.82959 3.28242
H 1.56939 4.21917 2.46031
H 0.32698 4.88748 3.53106
H -0.57850 5.82738 1.76565
H -1.20943 4.40293 1.48911
H 0.28716 6.31622 -0.60429
H -0.98397 5.15546 -0.84080
H 0.60511 4.92008 -1.66603
C 5.53682 -3.28260 -3.08791
O 4.97149 -2.06407 -2.52696
C 4.57920 -1.12885 -3.56906
C 3.38762 -1.80647 -4.43720
N 2.30169 -2.32598 -3.61703
C 1.26673 -2.81801 -4.55311
C 0.35109 -3.83135 -3.83511
O 1.17871 -4.84593 -3.40731
C 0.52818 -6.08949 -3.09792
H 4.91957 -3.80434 -3.81927
H 5.72033 -3.99817 -2.28642
H 6.50698 -2.95636 -3.46269
H 5.47769 -0.78586 -4.08207
H 4.27558 -0.21673 -3.05530
H 3.74534 -2.56836 -5.12977
H 3.00547 -1.00628 -5.07104
H 2.73353 -3.11269 -3.15366
H 1.76540 -3.28008 -5.40513
H 0.60651 -2.00129 -4.84493
H -0.39164 -4.20508 -4.53994
H -0.25832 -3.34084 -3.07608
H -0.20408 -6.03119 -2.29263
H 1.32141 -6.80398 -2.87794
H -0.05076 -6.37038 -3.97772
```

Values from the calculation:
HOMO level ... -1.8 eV
Total charge ... -1
E_LUMO ... 0.282 eV